No. 1
Formula: C4H12O3
Source: the Open Molecules 2025 dataset
Level of theory: the ωB97M-V functional and the def2-TZVPD basis

Last column: Löwdin charge in e.
CARTESIAN COORDINATES (ANGSTROEM)
C: -3.237 -0.295 -1.196  -0.038
C: -0.567 -0.235 1.473  0.202
O: 2.463 -0.340 1.198  -0.160
C: -1.643 0.050 0.677  -0.137
C: -2.303 -0.789 -0.182  0.003
H: -4.182 -0.829 -1.090  0.102
H: -3.424 0.755 -1.098  0.086
H: -2.847 -0.489 -2.213  0.127
H: -0.189 0.505 2.165  0.115
H: -0.085 -1.199 1.418  0.104
H: 3.268 -0.815 1.416  0.010
H: -1.810 1.101 0.502  0.128
H: -2.276 -1.851 0.025  0.137
H: 0.395 0.519 -0.139  -0.064
H: 1.524 0.934 -1.045  -0.030
O: 0.731 1.321 -0.536  -0.103
H: 3.720 0.773 -1.092  -0.055
H: 2.648 -0.098 0.208  -0.030
O: 2.888 0.335 -1.273  -0.397

The calculation puts the energy above the lowest of the compared OMol25 structures with the same formula, charge and spin at 122.12 kcal/mol. As for the multiplicity: 1. For the gap between HOMO and LUMO, the calculation gives 3.7 eV. The value obtained for the HOMO energy is -7.35 eV.

---

No. 2
Formula: C21H23AuClOP
Source: the Open Molecules 2025 dataset
Level of theory: the ωB97M-V functional and the def2-TZVPD basis

Last column: Mulliken spin population.
CARTESIAN COORDINATES (ANGSTROEM)
Au: -0.107 0.932 2.338  0.294
Cl: -0.384 1.609 4.497  0.846
P: 0.000 0.814 0.118  0.024
C: -1.325 -0.146 -0.644  0.048
C: -1.111 -0.972 -1.760  -0.009
C: -2.201 -1.531 -2.438  0.004
C: -3.491 -1.372 -1.934  0.022
C: -3.702 -0.670 -0.739  -0.008
C: -2.622 -0.081 -0.081  0.015
C: -0.178 2.562 -0.375  0.223
C: 0.682 3.482 0.268  0.143
C: 0.462 4.856 0.162  -0.030
C: -0.594 5.327 -0.631  0.188
C: -1.434 4.423 -1.296  0.112
C: -1.223 3.042 -1.176  -0.041
C: 1.536 0.287 -0.665  0.056
C: 2.577 -0.307 0.071  -0.003
C: 3.820 -0.527 -0.524  0.001
C: 4.010 -0.229 -1.874  0.032
C: 2.959 0.295 -2.633  -0.003
C: 1.727 0.557 -2.033  0.028
H: 1.479 3.113 0.912  -0.006
H: 1.097 5.556 0.721  0.002
H: -0.772 6.402 -0.706  0.000
H: -2.275 4.801 -1.892  0.002
H: -1.884 2.347 -1.690  -0.005
H: -0.100 -1.168 -2.112  0.001
H: -2.032 -2.089 -3.364  0.001
H: -4.339 -1.806 -2.461  0.000
H: -4.707 -0.574 -0.324  0.000
H: -2.769 0.440 0.868  0.002
H: 2.401 -0.596 1.108  0.004
H: 4.639 -0.932 0.078  0.000
H: 4.977 -0.413 -2.337  0.000
H: 3.095 0.508 -3.697  0.000
H: 0.909 0.974 -2.624  0.000
H: -0.120 -5.604 -3.458  0.000
H: 0.628 -5.570 -3.424  0.000
C: 0.868 -3.725 3.587  0.008
C: 0.390 -2.331 3.232  -0.006
C: -0.998 -2.032 3.732  -0.002
O: 1.115 -1.556 2.600  0.051
H: 0.080 -4.271 4.124  0.000
H: 1.769 -3.656 4.196  0.000
H: 1.150 -4.253 2.677  0.000
H: -1.014 -2.152 4.824  -0.001
H: -1.287 -1.001 3.483  0.005
H: -1.702 -2.757 3.297  0.001

As for the total charge: +2. As for the multiplicity: 3. For the gap between HOMO and LUMO (spin up / spin down), the calculation gives 8.9 / 3.8 eV. The value obtained for the HOMO energy (spin up / spin down) is -15.21 / -15.13 eV. The expectation value of S² is 2.02.

---

No. 3
Formula: C12H26N4O7Sm
Source: the Open Molecules 2025 dataset
Level of theory: the ωB97M-V functional and the def2-TZVPD basis

Last column: Mulliken spin population.
CARTESIAN COORDINATES (ANGSTROEM)
O: 0.902 -0.472 -3.658  -0.003
H: 1.760 -0.396 -4.157  0.000
Sm: 0.233 -0.045 -1.316  5.066
N: 0.247 2.307 -0.190  -0.059
N: 2.106 1.541 -1.627  0.073
N: -1.333 -1.404 0.198  -0.044
N: -0.121 -2.471 -1.725  0.025
O: -0.671 2.486 0.689  0.220
O: -2.028 -0.952 1.350  -0.004
O: 0.067 -2.892 -2.958  0.035
O: 2.914 0.541 -1.588  -0.151
C: 2.423 2.682 -0.927  -0.089
C: 1.321 3.168 -0.183  0.055
C: -1.549 -2.719 0.053  0.000
C: -0.848 -3.343 -0.994  -0.031
C: 1.356 4.421 0.620  0.007
H: 2.030 4.332 1.488  0.010
H: 0.353 4.681 0.982  0.002
H: 1.733 5.251 0.007  0.004
C: 3.775 3.278 -0.968  -0.009
H: 3.985 3.741 -1.946  -0.012
H: 4.493 2.462 -0.834  -0.009
H: 3.936 4.031 -0.185  -0.002
C: -2.372 -3.467 1.023  -0.001
C: -0.998 -4.771 -1.381  0.002
H: -3.062 -2.778 1.503  0.000
H: -1.764 -3.955 1.800  0.001
H: -2.941 -4.248 0.511  0.001
H: -0.420 -5.018 -2.271  0.000
H: -2.038 -5.055 -1.587  -0.002
H: -0.646 -5.429 -0.579  -0.002
H: -2.077 0.012 1.222  0.000
H: 0.464 -1.431 -3.589  -0.001
C: -1.778 0.367 -2.156  -0.089
H: -1.860 1.474 -2.104  0.000
H: -2.694 0.003 -1.688  0.004
H: -1.680 0.076 -3.240  0.000
O: -3.536 2.992 0.162  0.002
H: -4.020 2.691 0.950  0.000
H: -2.593 2.768 0.365  -0.001
C: 1.035 -1.650 3.025  0.000
C: 0.853 -0.389 2.241  0.000
C: 0.301 0.737 3.058  0.002
O: 1.110 -0.298 1.031  0.000
H: 1.255 -1.372 4.062  0.000
H: 1.843 -2.270 2.619  0.000
H: 0.082 -2.203 3.040  0.000
H: 0.627 1.720 2.695  -0.001
H: -0.803 0.677 3.057  0.000
H: 0.627 0.591 4.095  0.000

As for the total charge: +1. As for the multiplicity: 6. For the gap between HOMO and LUMO (spin up / spin down), the calculation gives 3.4 / 3.4 eV. The value obtained for the HOMO energy (spin up / spin down) is -10.23 / -10.19 eV. The expectation value of S² is 8.99.

---

No. 4
Formula: C19H60N2O11
Source: the Open Molecules 2025 dataset
Level of theory: the ωB97M-V functional and the def2-TZVPD basis

Last column: Löwdin charge in e.
CARTESIAN COORDINATES (ANGSTROEM)
C: 3.833 -0.208 4.383  -0.077
C: 2.431 0.026 3.928  -0.246
O: 2.379 0.567 2.560  -0.115
H: 4.331 0.695 4.393  0.051
H: 4.395 -0.947 3.854  0.077
H: 3.820 -0.592 5.385  0.075
H: 1.939 0.725 4.544  0.102
H: 1.951 -0.924 3.961  0.089
H: 2.782 1.476 2.471  0.130
C: 4.114 -2.782 -0.750  -0.066
C: 2.715 -2.338 -0.348  -0.380
O: 2.847 -1.178 0.343  -0.068
H: 4.692 -3.043 0.121  0.075
H: 4.627 -2.001 -1.226  0.041
H: 4.197 -3.594 -1.429  0.062
H: 2.205 -3.168 0.167  0.078
H: 2.035 -2.175 -1.253  0.109
H: 1.906 -0.951 0.580  0.029
C: -1.400 -1.091 -3.738  -0.061
C: -1.685 0.353 -4.198  -0.312
O: -1.569 1.181 -3.101  -0.121
H: -1.965 -1.376 -2.869  0.043
H: -0.360 -1.175 -3.502  0.044
H: -1.766 -1.780 -4.489  0.080
H: -2.735 0.465 -4.489  0.112
H: -1.069 0.623 -5.025  0.104
H: -1.861 2.081 -3.394  0.132
C: -1.705 4.112 1.257  -0.071
C: -2.127 3.564 -0.089  -0.282
O: -2.421 4.631 -1.039  -0.102
H: -0.691 4.358 1.093  0.033
H: -1.755 3.403 2.063  0.068
H: -2.227 4.994 1.661  0.086
H: -3.065 3.046 0.052  0.088
H: -1.435 2.879 -0.556  0.079
H: -1.811 5.363 -0.921  0.066
C: 1.959 3.798 -0.141  -0.088
C: 2.782 4.999 0.234  -0.371
O: 1.993 6.096 0.425  -0.063
H: 1.357 3.531 0.734  0.052
H: 2.620 2.950 -0.389  0.069
H: 1.306 3.930 -1.037  0.096
H: 3.429 5.255 -0.581  0.105
H: 3.269 4.888 1.174  0.103
H: 2.565 6.775 0.755  0.075
C: 1.788 0.548 -2.752  -0.070
C: 3.323 0.515 -2.527  -0.316
O: 4.011 1.078 -3.608  -0.080
H: 1.360 -0.069 -1.999  0.022
H: 1.566 0.046 -3.707  0.073
H: 1.344 1.534 -2.654  0.075
H: 3.655 -0.525 -2.409  0.084
H: 3.509 0.952 -1.506  0.122
H: 3.822 0.554 -4.415  0.097
C: -4.442 -1.597 0.844  -0.081
C: -3.686 -0.885 2.005  -0.269
O: -2.933 0.182 1.441  -0.086
H: -4.999 -2.506 1.173  0.078
H: -3.858 -1.902 -0.022  0.041
H: -5.206 -0.924 0.429  0.067
H: -2.999 -1.591 2.500  0.063
H: -4.414 -0.510 2.740  0.117
H: -2.169 -0.196 0.983  0.029
C: -1.191 -3.084 3.268  -0.073
C: 0.209 -3.669 3.195  -0.305
O: 0.728 -3.618 1.888  -0.116
H: -1.127 -2.109 2.791  0.041
H: -1.620 -2.961 4.242  0.074
H: -1.987 -3.688 2.703  0.105
H: 0.419 -4.681 3.541  0.114
H: 0.898 -3.146 3.872  0.102
H: 1.239 -4.398 1.610  0.100
C: -0.042 0.136 0.283  -0.626
O: 0.323 1.437 0.307  -0.063
N: 0.358 -0.725 1.151  0.179
N: -0.920 -0.284 -0.586  0.198
H: 0.924 -0.284 1.861  0.090
H: 0.090 -1.711 1.184  0.102
H: -1.178 0.293 -1.379  0.085
H: -1.188 -1.257 -0.590  0.055
C: -4.307 0.681 -1.712  -0.176
O: -5.665 0.502 -2.035  -0.095
H: -3.830 1.409 -2.362  0.066
H: -3.704 -0.202 -1.814  0.063
H: -4.262 1.215 -0.793  0.064
H: -5.603 -0.236 -2.655  0.077
C: -0.591 -3.650 -1.230  -0.146
O: -1.583 -2.930 -0.570  -0.120
H: -0.958 -4.432 -1.854  0.076
H: 0.139 -4.233 -0.589  0.088
H: 0.061 -3.015 -1.809  0.064
H: -2.099 -3.506 -0.034  0.082

The calculation puts the energy above the lowest of the compared OMol25 structures with the same formula, charge and spin at 3.96 kcal/mol. As for the multiplicity: 1. For the gap between HOMO and LUMO, the calculation gives 8.9 eV. The value obtained for the HOMO energy is -8.84 eV. The SMILES is NC(N)=O.CCO.CCO.CCO.CCO.CCO.CCO.CCO.CCO.CO.CO.